This record from the Open Molecules 2025 dataset describes a 6-piece molecular cluster, C49H109N7O3 overall in a non-equilibrium geometry. The level of theory is ωB97M-V with the def2-TZVPD basis set.

Results
multiplicity: 1
total charge: 0
E_HOMO: -7.97 eV
SMILES string: CNCOC(=O)OCCCCCCCCCCCCn1cccc1.CCN(CC)CC.CCN(CC)CC.CCN(CC)CC.CCN(CC)CC.CCN(CC)CC
orbital gap: 8.582 eV

XYZ file:
```
168
Properties=species:S:1:pos:R:3:forces:R:3
C -5.3539 -3.6648 4.6415 -0.19 -0.24 -0.07
H 2.9573 2.0042 -2.8481 -0.08 0.33 1.16
H -1.8907 1.6940 -2.4163 0.01 -0.02 0.02
H -5.5984 4.1662 -7.2331 0.02 -0.02 0.02
C -7.3640 1.5982 -10.2662 -0.12 0.12 -0.25
C -6.0147 3.3312 -3.3752 -0.05 0.01 0.09
H 5.0357 1.3266 0.1315 0.12 -0.37 -0.91
N -5.5726 -3.0824 5.9593 -0.12 0.12 -0.26
H 3.3640 -0.9495 0.6652 0.95 -0.11 -0.25
H -6.2931 3.6820 -1.2680 -0.01 -0.02 -0.08
H -1.3380 1.3461 1.4766 0.00 -0.07 -0.21
C -3.4981 -1.6440 6.3726 0.17 0.24 -0.05
H 4.0146 -0.1101 -2.1858 0.72 0.37 0.64
C 8.5281 -3.4448 6.5388 -0.07 0.05 -0.05
H -6.2013 -1.2921 -7.3787 -0.01 0.03 -0.06
O 8.0134 -0.2593 2.8566 -1.51 -1.30 -0.07
C 1.2602 4.8174 0.5800 -0.16 -0.08 -0.91
H -7.3082 2.3876 -1.8939 0.03 0.00 0.02
H -0.6973 0.6671 -0.6541 -0.06 -0.01 0.16
C -2.3027 0.8291 1.4358 -0.05 0.02 0.09
C -6.2146 3.7358 -6.4398 -0.05 0.00 -0.27
O 7.8098 -0.4566 0.6522 -0.02 -0.90 0.61
H -0.6351 3.5736 3.8865 1.29 -0.25 -0.69
C 12.6070 -4.4913 4.7698 0.20 0.00 -0.14
C 2.5952 4.4164 -0.1868 -0.46 0.45 -0.51
H -6.5684 4.5634 -5.8234 -0.01 -0.06 0.02
C -4.7293 -0.4867 0.0355 -0.23 -0.13 -0.11
H 2.4945 4.3946 -2.4650 -0.07 -0.51 1.08
C 0.4459 3.2951 3.8099 1.50 -0.91 2.70
H -3.2841 -3.2955 4.0549 0.04 -0.06 0.09
H -8.2914 -1.0371 -8.4072 0.01 0.01 -0.14
C 0.5953 3.6192 1.3490 0.67 -0.24 -0.99
H -3.2601 -0.6666 6.8040 -0.03 -0.06 -0.03
H -5.2520 -2.6581 8.7438 -0.03 -0.02 0.01
H -3.4551 -1.6588 1.2943 0.07 0.11 0.03
H 11.2027 -6.0608 5.1358 -0.11 0.10 0.07
H -5.7512 -1.3037 -9.0787 -0.04 0.05 -0.01
N 1.2210 3.2788 2.6393 -0.63 0.16 2.02
H 7.2074 1.0845 4.2052 -0.09 -0.66 -0.88
H -6.8834 -3.2510 8.3813 0.07 0.04 -0.06
H 0.5332 5.1125 -0.2391 0.64 -0.27 0.93
H 10.1079 -1.2161 3.4070 0.04 -0.07 0.07
H 13.3921 -5.2514 4.7727 -0.04 -0.01 0.01
C 4.7023 2.5511 -1.6468 0.44 -0.31 0.87
H -4.9063 0.4342 0.5948 0.05 -0.01 -0.01
C -7.5971 -0.6953 -11.0432 -0.01 -0.11 -0.01
H 5.0155 -0.4382 1.2417 -0.72 -0.49 -0.49
H -6.7585 4.0916 -3.6514 -0.04 0.09 0.04
H -5.3909 1.0261 -11.0390 -0.04 -0.02 0.04
H 5.2398 2.7689 -2.6126 -0.76 -0.24 0.78
C -6.3182 2.8419 -1.9664 -0.04 -0.09 0.04
H -5.5125 -1.2840 6.9986 -0.02 -0.13 0.02
H -6.0271 -4.5243 4.5419 0.01 0.03 0.16
H -4.8432 -0.2761 -1.0282 -0.01 0.11 0.06
H -5.5155 0.1531 -8.0965 0.06 -0.08 -0.11
C -7.0842 1.3801 -4.4537 -0.03 -0.04 0.28
H 12.8596 -3.7831 3.9803 -0.01 0.05 0.11
H 8.7220 -3.0329 3.9183 0.04 -0.05 0.10
H 0.6978 2.7024 0.6902 -0.30 0.96 0.55
C 7.6370 -0.9909 1.7165 0.55 1.33 -1.78
H 6.0633 0.5229 2.8725 0.82 0.39 0.29
C -3.3693 -1.1154 0.3483 -0.05 -0.09 0.28
H -7.8305 1.9328 -11.2001 -0.03 -0.18 0.00
H 5.9326 3.6578 2.0182 0.48 -0.56 0.70
H 6.1374 -1.8006 -0.6783 -1.02 0.80 0.12
H -7.9837 -2.5734 -10.0030 -0.03 0.00 -0.03
H 9.8732 -3.6989 2.8179 0.08 -0.16 0.13
H -5.9211 -4.9377 6.8296 0.06 0.07 -0.22
C -1.6879 0.2334 -0.8393 0.30 0.12 0.01
C -6.1843 -0.6858 -8.2900 0.13 -0.03 0.29
C -3.9406 -4.1346 4.2890 0.12 0.05 -0.20
H -7.7358 2.2955 -9.5075 -0.01 -0.19 0.09
H 3.3717 2.7946 2.2593 -1.12 0.18 0.39
H -9.4039 -1.8736 -10.8016 0.07 0.04 0.06
H 7.7240 -4.1275 6.2529 0.07 0.04 -0.06
C -5.8255 -3.5231 8.4056 -0.02 0.09 0.02
H -5.5271 -1.1859 0.3053 0.06 0.04 0.00
H 6.4712 1.4184 -0.9432 -1.17 -0.31 0.15
H 10.0122 -4.9382 6.7895 0.15 -0.04 -0.18
C 3.1390 2.3881 -1.7990 0.60 0.05 -0.51
C -8.4386 2.0135 -4.7778 -0.25 -0.14 -0.10
H -5.6918 -2.9591 3.8747 0.04 0.12 0.17
H -2.5745 1.1716 3.5449 0.00 -0.03 -0.07
H -3.5897 -0.1227 2.9168 0.02 0.00 0.02
C -5.8521 1.7854 -10.4059 0.15 0.19 0.11
H -7.1774 0.8436 -3.5048 0.08 0.12 0.03
H -1.4941 -0.6316 -1.4823 -0.13 -0.06 0.14
H 3.7278 -2.8431 2.0392 1.08 -0.12 -0.43
N 7.3955 2.0486 2.3158 -0.41 0.27 0.41
H 3.2207 3.7165 0.4220 -0.41 0.88 -0.40
C 11.2501 -5.1541 4.5210 0.00 -0.27 0.15
C 9.8916 -4.0276 6.1933 -0.06 0.06 0.03
H -3.0498 1.5893 1.1653 -0.05 0.10 0.04
C 4.4503 -1.2245 0.6768 0.76 -0.93 -0.09
H -5.6420 2.7557 -10.8623 -0.03 -0.01 0.00
C -2.5073 1.2582 -1.6261 -0.06 -0.01 -0.23
C 5.3508 1.2677 -0.9432 0.10 0.87 -0.70
O 7.1484 -2.2785 1.7789 0.00 1.83 1.13
C 5.8791 -2.3679 2.4660 -1.82 -2.00 0.82
H 4.4970 -2.1808 -1.2840 0.62 0.77 0.52
H -3.9747 -4.7647 3.3968 -0.03 0.00 0.02
C -8.3245 -2.0230 -10.8819 -0.04 -0.03 0.08
C 2.6053 2.6291 4.3893 -2.16 0.78 -1.30
H -2.8602 2.0816 -1.0022 -0.01 -0.04 0.02
H -7.8875 0.5649 -7.9046 0.00 0.13 -0.21
H -7.9348 -0.2570 -11.9880 0.07 0.19 0.12
H -0.4973 3.8018 1.5231 1.11 -0.16 -0.01
N -7.8597 0.2585 -9.9757 -0.12 0.27 0.19
H 5.7830 -0.2228 -2.4818 -0.92 0.18 0.72
C 4.6636 -2.6090 1.4639 0.76 2.07 -0.12
H -4.4048 3.1515 -5.4639 -0.08 -0.01 0.16
H 5.7597 2.6111 3.5342 0.39 0.93 -0.73
C 1.2503 2.8839 4.9730 0.79 0.42 -3.95
H -5.3568 1.7822 -9.4341 0.04 -0.08 -0.07
H -6.8807 0.5925 -5.1868 0.19 0.17 -0.06
H 0.9375 2.7630 6.0294 0.18 0.21 -1.11
H -3.3644 0.7957 -2.1167 -0.03 0.11 0.05
H 7.0645 3.8697 3.4452 -0.67 -0.58 -0.56
H 4.9462 3.4095 -0.9485 -0.32 -0.77 -0.86
H -8.1401 -2.6545 -11.7543 0.03 0.06 0.05
H -8.6152 2.9394 -4.2273 0.06 -0.01 -0.02
H 8.4577 -3.2810 7.6169 0.05 -0.01 -0.06
H 12.6523 -3.9778 5.7313 -0.04 0.01 -0.03
H -3.1195 -2.4002 7.0629 -0.05 -0.01 -0.03
H -7.0709 3.2673 -6.9270 -0.03 0.09 0.07
H -2.9444 -1.7174 5.4365 0.04 -0.09 0.08
H -3.1629 -1.8955 -0.3911 0.17 0.17 -0.04
H -8.5444 2.2159 -5.8438 -0.02 0.12 0.07
H 1.2236 3.4250 -1.6513 1.00 0.34 0.12
C 7.1129 0.8404 3.1052 0.06 0.60 0.39
H -4.3027 -4.3261 7.1281 0.06 -0.06 0.06
H 8.3639 2.3574 2.4467 -0.44 -0.47 -0.03
H -5.5755 2.1120 -1.6348 -0.06 -0.01 -0.07
H -5.2010 1.8487 -6.2849 -0.14 -0.08 0.16
H 8.3576 -2.4830 6.0507 -0.02 -0.03 0.01
N -5.9271 2.2679 -4.3650 0.13 -0.27 -0.23
H 4.9293 -3.3831 0.7003 -0.35 0.35 0.97
C 6.4835 3.1239 2.8355 0.20 -0.30 0.41
H -1.8551 -0.3955 3.1704 -0.05 0.00 -0.07
N -2.2157 -0.2265 0.4387 0.12 -0.18 -0.19
H 3.1452 5.3791 -0.4047 -0.27 -1.16 0.51
H -9.2414 1.3206 -4.5073 0.06 0.04 -0.01
H 5.9002 -3.2782 3.1332 0.44 0.94 -0.56
H -6.5231 -0.8951 -11.1623 0.06 -0.06 -0.06
H 10.7344 -1.6914 4.9786 -0.01 -0.06 0.00
N 10.0488 -4.3747 4.7893 0.02 -0.19 -0.23
H 2.8212 1.5667 -1.0892 0.09 0.98 -0.59
C 2.5219 2.8976 2.9637 0.17 -0.59 2.43
H -5.2832 -1.1216 5.2951 -0.04 -0.22 -0.08
H -5.0491 3.8464 -3.3353 0.00 -0.07 -0.23
H -5.7015 -4.3097 9.1538 0.03 0.03 -0.07
C -5.3949 2.7172 -5.6460 0.27 0.12 0.03
C 5.0075 -0.0864 -1.6670 0.93 -0.46 0.08
H 3.5026 2.2868 4.9479 -0.82 0.37 -0.68
C 9.7782 -3.3045 3.8344 -0.25 0.14 0.09
H -3.4854 -4.7267 5.0842 -0.02 0.05 0.01
C -7.6017 -0.2147 -8.6189 -0.15 -0.26 -0.03
H 1.3985 5.7473 1.1970 -0.07 -1.13 -0.24
C -2.6002 0.3340 2.8435 -0.05 -0.11 0.04
H 11.2203 -5.5187 3.4888 -0.13 0.17 0.01
H 10.6690 -3.3299 6.5351 0.02 0.06 0.09
C -5.3565 -4.0250 7.0469 0.01 0.01 0.10
H 11.5938 -2.1398 3.4942 0.03 0.00 0.15
C -5.0080 -1.7509 6.1475 -0.09 0.09 0.28
C 2.3157 3.7135 -1.5813 -0.36 -0.70 -0.14
H 5.6567 -1.4953 3.1321 0.42 -0.64 -0.71
C 5.0950 -1.3749 -0.7532 -0.88 -0.27 -0.36
C 10.6083 -2.0239 3.9461 0.10 0.18 -0.23
```
Positions in Å, forces in eV/Å.